The following is a quantum chemistry calculation of a cluster of 20 separate species, C56H160N8O32 in total, from OMol25.

Relative energy (zero: lowest compared OMol25 entry of this formula, charge and spin)   119.5 kcal/mol
Molecular weight   1457.92 u
HOMO-LUMO gap   9.15 eV

```
! wB97M-V def2-TZVPD RIJCOSX def2/J DEFGRID3
* xyz 0 1
C -1.39 0.58 1.02
C -1.38 -0.61 0.09
O -0.02 -0.81 -0.40
O -0.79 0.19 2.17
H -2.39 0.96 1.23
H -0.72 1.38 0.69
H -2.10 -0.53 -0.72
H -1.62 -1.54 0.59
H -0.01 -1.28 -1.23
H 0.16 0.25 2.03
C 0.45 5.06 -3.56
C -0.58 3.92 -3.32
O -1.49 3.95 -4.36
O 1.14 4.74 -4.77
H 1.16 5.24 -2.75
H -0.02 6.04 -3.69
H -1.16 4.23 -2.45
H -0.16 2.92 -3.26
H -1.01 3.85 -5.18
H 1.92 4.29 -4.45
C -0.99 -0.80 -4.12
C -0.13 -2.07 -3.80
O -0.66 -2.72 -2.68
O -1.86 -1.10 -5.17
H -0.46 0.02 -4.60
H -1.51 -0.31 -3.30
H 0.87 -1.69 -3.61
H -0.05 -2.73 -4.66
H -0.89 -3.59 -3.03
H -2.57 -0.51 -4.89
C 1.44 -0.05 6.31
C 1.77 0.11 4.83
O 1.92 -1.19 4.20
O 2.50 -0.71 7.04
H 0.53 -0.63 6.44
H 1.37 0.88 6.87
H 2.65 0.74 4.72
H 1.02 0.54 4.17
H 1.87 -1.25 3.24
H 2.64 -1.62 6.78
C 2.32 2.02 0.56
C 1.66 2.42 -0.72
O 1.40 1.25 -1.52
O 1.53 1.41 1.55
H 2.87 2.90 0.89
H 3.16 1.38 0.30
H 2.27 2.92 -1.47
H 0.69 2.93 -0.68
H 0.91 0.58 -1.04
H 1.17 2.07 2.14
C -3.24 0.01 5.26
C -3.34 -1.14 4.24
O -3.19 -0.78 2.88
O -1.92 0.19 5.73
H -3.79 -0.24 6.17
H -3.63 0.94 4.84
H -4.28 -1.66 4.40
H -2.54 -1.88 4.37
H -2.26 -0.58 2.76
H -1.88 -0.32 6.54
C 1.46 -3.00 1.73
C 0.17 -3.27 2.56
O -0.07 -4.69 2.36
O 1.69 -1.60 1.61
H 1.52 -3.49 0.75
H 2.19 -3.57 2.31
H -0.60 -2.60 2.19
H 0.39 -3.13 3.62
H -0.12 -5.09 3.23
H 1.26 -1.34 0.80
C 3.32 0.60 -4.04
C 2.57 1.83 -4.71
O 3.31 3.02 -4.72
O 4.54 0.32 -4.71
H 2.69 -0.29 -3.96
H 3.72 0.91 -3.07
H 1.60 2.04 -4.27
H 2.30 1.68 -5.76
H 4.05 2.91 -5.33
H 4.89 -0.52 -4.41
C 5.24 -3.10 4.61
C 4.17 -3.90 5.44
O 2.92 -3.22 5.65
O 5.34 -1.87 5.17
H 4.87 -3.04 3.58
H 6.15 -3.69 4.52
H 4.61 -4.12 6.41
H 4.07 -4.88 4.97
H 2.64 -2.82 4.82
H 5.64 -1.18 4.56
C -0.92 -6.89 -0.19
C 0.43 -7.58 -0.51
O 0.28 -8.89 0.12
O -0.90 -5.53 -0.52
H -1.25 -7.07 0.84
H -1.72 -7.35 -0.78
H 1.26 -7.02 -0.09
H 0.66 -7.69 -1.57
H 0.66 -9.55 -0.47
H -0.83 -4.96 0.25
C -4.68 -4.12 1.02
C -4.48 -5.65 1.34
O -5.71 -6.30 1.64
O -5.58 -3.63 1.98
H -4.98 -4.13 -0.03
H -3.69 -3.70 1.22
H -4.15 -5.69 2.37
H -3.85 -6.22 0.65
H -5.75 -7.02 1.01
H -6.32 -4.21 1.78
C 5.47 -0.66 -0.09
C 4.83 -2.00 -0.37
O 5.14 -2.40 -1.66
O 5.38 -0.40 1.26
H 4.93 0.06 -0.71
H 6.54 -0.70 -0.30
H 3.81 -1.71 -0.13
H 5.24 -2.63 0.42
H 5.00 -3.35 -1.68
H 5.95 0.35 1.44
C -3.55 3.10 -0.53
C -3.65 4.53 -0.21
C -4.81 5.41 -0.77
O -4.47 6.71 -0.20
C -5.60 7.39 0.25
N -3.75 4.55 1.20
H -3.26 3.02 -1.58
H -4.48 2.55 -0.40
H -2.75 2.54 -0.04
H -2.73 5.04 -0.49
H -5.71 4.94 -0.35
H -4.93 5.34 -1.85
H -5.35 8.42 0.51
H -6.16 6.97 1.09
H -6.38 7.53 -0.50
H -4.06 5.47 1.50
H -4.58 4.04 1.46
C 6.89 2.48 4.77
C 5.75 3.28 4.19
C 5.01 2.51 3.12
O 5.86 2.05 2.06
C 6.32 3.13 1.26
N 5.08 3.57 5.36
H 7.72 2.51 4.07
H 6.69 1.46 5.11
H 7.31 2.96 5.66
H 6.12 4.18 3.70
H 4.13 3.04 2.75
H 4.40 1.71 3.53
H 5.50 3.75 0.90
H 6.89 2.80 0.39
H 6.98 3.65 1.95
H 5.27 4.52 5.64
H 5.40 2.91 6.05
C 4.61 -7.69 -5.89
C 4.15 -6.93 -4.62
C 2.97 -7.60 -3.79
O 2.63 -6.71 -2.73
C 2.39 -5.29 -3.00
N 5.40 -6.98 -3.77
H 5.50 -7.33 -6.41
H 3.78 -7.63 -6.61
H 4.66 -8.70 -5.48
H 4.00 -5.87 -4.80
H 3.26 -8.59 -3.42
H 2.29 -7.73 -4.63
H 1.86 -4.91 -2.13
H 1.80 -4.94 -3.85
H 3.29 -4.68 -3.11
H 5.61 -7.94 -3.55
H 5.39 -6.48 -2.89
C 5.29 7.96 -2.29
C 5.19 6.97 -1.27
C 4.26 5.80 -1.64
O 2.86 6.17 -1.43
C 2.28 5.89 -0.05
N 6.56 6.52 -0.89
H 5.57 7.59 -3.27
H 5.76 8.87 -1.92
H 4.26 8.29 -2.45
H 4.87 7.47 -0.35
H 4.48 4.80 -1.26
H 4.26 5.70 -2.72
H 3.17 5.69 0.54
H 1.52 5.12 -0.10
H 1.72 6.69 0.44
H 6.84 5.86 -1.60
H 7.13 7.31 -1.16
C -7.58 2.91 1.35
C -7.20 3.56 2.69
C -6.38 2.55 3.58
O -7.33 1.51 4.04
C -7.09 0.18 3.38
N -6.81 4.97 2.58
H -8.22 2.04 1.50
H -6.72 2.57 0.77
H -8.22 3.63 0.84
H -8.08 3.59 3.34
H -5.91 3.07 4.42
H -5.50 2.24 3.02
H -6.07 -0.04 3.69
H -7.06 -0.01 2.31
H -7.89 -0.39 3.87
H -7.64 5.52 2.42
H -6.62 5.19 3.55
C -0.58 -7.21 -4.85
C -0.61 -5.67 -5.05
C -1.45 -5.27 -6.33
O -2.86 -5.48 -5.97
C -3.61 -5.77 -7.15
N -1.07 -5.11 -3.78
H 0.01 -7.54 -3.99
H -0.38 -7.76 -5.76
H -1.57 -7.49 -4.49
H 0.41 -5.28 -4.95
H -1.09 -5.85 -7.18
H -1.52 -4.20 -6.54
H -3.35 -5.07 -7.94
H -4.68 -5.68 -7.01
H -3.34 -6.78 -7.48
H -0.41 -5.33 -3.05
H -2.01 -5.45 -3.59
C 1.14 4.14 3.90
C -0.15 4.45 3.10
C -0.37 5.96 3.00
O -0.46 6.80 4.13
C -1.75 6.85 4.73
N -0.13 3.77 1.85
H 1.56 3.13 3.86
H 1.03 4.34 4.97
H 1.92 4.76 3.47
H -0.97 4.01 3.68
H -1.22 6.17 2.34
H 0.30 6.35 2.23
H -1.70 7.51 5.60
H -1.98 5.90 5.22
H -2.63 7.21 4.21
H -0.71 2.99 2.12
H -0.74 4.29 1.24
C -4.37 -2.29 -3.82
C -5.08 -0.97 -3.66
C -4.93 -0.45 -2.11
O -5.33 -1.40 -1.07
C -5.54 -0.80 0.20
N -4.48 -0.02 -4.56
H -3.37 -2.23 -3.40
H -4.14 -2.49 -4.87
H -4.85 -3.17 -3.41
H -6.14 -1.13 -3.87
H -5.44 0.51 -2.15
H -3.86 -0.31 -1.95
H -5.43 0.28 0.33
H -4.84 -1.26 0.90
H -6.57 -1.06 0.41
H -4.98 0.85 -4.66
H -4.72 -0.41 -5.46
*
```